The following is a quantum chemistry calculation of a single C21H33N3O4S molecule at a distorted geometry, from the Open Molecules 2025 dataset.

The highest occupied orbital energy is -0.289 Eh. As for the frontier orbital gap: 8.32 eV. For the energy above the lowest of the compared OMol25 structures with the same formula, charge and spin, the calculation gives 473.4 kcal/mol. The SMILES is CCCCCC(=O)Nc1cc(S(=O)(=O)N2CCCCC2)ccc1N1CCOCC1.

XYZ file:
```
62
Properties=species:S:1:pos:R:3:mulliken_charge:R:1
C 7.396 1.797 1.365 -1.224
C 6.714 1.877 -0.026 -0.160
C 5.267 2.375 0.197 -1.175
C 4.359 2.327 -1.098 -0.904
C 2.836 2.432 -0.967 -0.685
C 2.071 1.284 -0.209 0.339
O 2.283 0.773 0.993 -0.589
N 1.199 0.837 -1.249 -0.139
C 0.225 -0.149 -0.853 -0.121
C -1.020 0.072 -0.991 1.002
C -2.111 -0.546 -0.551 -1.004
C -1.830 -1.819 -0.013 -0.538
C -0.377 -2.417 0.170 -1.252
C 0.664 -1.311 -0.118 0.820
N 1.950 -1.769 -0.106 0.525
C 2.254 -2.802 1.110 -1.088
H 1.699 -2.871 1.900 0.751
C 3.723 -2.552 1.532 -1.432
H 4.199 -3.172 2.072 0.658
O 4.633 -2.454 0.488 -0.605
C 4.265 -1.496 -0.636 -1.049
H 4.925 -1.443 -1.199 1.325
C 2.890 -1.592 -1.028 -1.079
H 2.567 -0.858 -1.600 0.813
H 2.865 -2.495 -1.869 0.235
H 4.445 -0.491 -0.059 -0.126
H 3.796 -1.707 1.954 0.619
H 2.310 -3.616 0.513 0.608
H -0.236 -3.210 0.865 0.287
H -2.482 -2.611 0.483 0.281
S -3.751 -0.216 -0.891 1.429
O -3.840 0.881 -1.712 -0.625
O -4.424 -1.418 -1.364 -0.805
N -4.295 -0.277 0.726 -0.034
C -5.706 -0.498 0.993 -1.077
C -6.525 0.948 0.637 -0.530
C -6.090 2.006 1.174 -0.896
C -4.651 2.301 1.297 -1.263
C -3.818 1.104 1.402 -0.845
H -2.879 1.332 1.168 0.532
H -3.735 0.813 2.629 0.282
H -4.677 2.552 0.203 0.231
H -4.392 3.106 1.619 1.162
H -6.782 2.712 1.080 0.703
H -6.344 1.909 2.350 0.247
H -6.319 0.843 -0.488 0.254
H -7.524 0.401 0.874 0.326
H -5.783 -1.463 0.438 0.450
H -5.760 -0.572 1.950 0.629
H -1.480 1.105 -1.418 0.047
H 0.957 1.434 -1.958 0.386
H 2.735 3.448 -0.125 0.244
H 2.515 2.994 -1.837 0.491
H 4.759 3.089 -1.592 0.659
H 4.539 1.362 -1.519 0.284
H 4.683 1.661 1.107 0.129
H 5.057 3.197 0.650 1.042
H 6.511 0.924 -0.473 0.209
H 7.060 2.716 -0.661 0.268
H 8.523 1.499 1.381 0.320
H 6.964 0.984 1.853 0.342
H 7.393 2.748 1.885 0.319
```



The following is a quantum chemistry calculation of a single C21H33N3O4S molecule at a distorted geometry, from the Open Molecules 2025 dataset.

The highest occupied orbital energy is -0.279 Eh. As for the frontier orbital gap: 8.26 eV. For the energy above the lowest of the compared OMol25 structures with the same formula, charge and spin, the calculation gives 28.2 kcal/mol. The SMILES is CCOc1cc(NC(=S)NC[C@H]2CCCO2)c(OCC)cc1NC(=O)CC(C)C.

XYZ file:
```
62
Properties=species:S:1:pos:R:3:mulliken_charge:R:1
C -0.724 -3.974 -0.110 -1.057
C -1.335 -3.302 -1.335 -0.474
H -0.565 -3.077 -2.080 0.324
H -2.076 -3.965 -1.792 0.384
O -2.070 -2.135 -1.011 -0.546
C -1.403 -0.975 -0.722 0.806
C -0.032 -0.810 -0.797 0.070
C 0.546 0.422 -0.510 -0.680
C -0.269 1.498 -0.127 0.227
C -1.638 1.327 -0.024 -0.430
C -2.218 0.105 -0.330 -0.201
N -3.593 -0.125 -0.269 -0.050
C -4.602 0.759 -0.043 0.450
O -4.443 1.945 0.151 -0.653
C -5.967 0.094 -0.053 -1.210
H -6.076 -0.490 -0.970 0.374
H -6.723 0.881 -0.050 0.441
C -6.173 -0.815 1.169 0.918
C -6.115 0.005 2.455 -1.461
H -6.224 -0.639 3.324 0.425
H -5.168 0.533 2.532 0.334
H -6.916 0.742 2.469 0.326
C -7.509 -1.546 1.057 -1.629
H -8.329 -0.832 1.019 0.349
H -7.659 -2.194 1.917 0.406
H -7.543 -2.157 0.158 0.387
H -5.370 -1.562 1.196 0.210
H -3.837 -1.086 -0.471 0.317
H -2.265 2.140 0.299 0.781
O 0.348 2.703 0.184 -0.613
C 0.301 3.695 -0.839 -0.203
C -1.068 4.331 -1.036 -1.337
H -1.452 4.694 -0.086 0.293
H -0.976 5.169 -1.723 0.434
H -1.774 3.617 -1.450 0.389
H 1.019 4.451 -0.507 0.361
H 0.653 3.265 -1.788 0.263
N 1.912 0.681 -0.531 0.170
C 2.982 -0.051 -0.908 0.152
N 4.200 0.533 -0.760 -0.149
H 4.965 -0.066 -1.048 0.354
C 4.611 1.484 0.246 -1.036
H 3.769 2.060 0.629 0.281
H 5.330 2.170 -0.212 0.316
C 5.310 0.764 1.418 0.315
C 4.412 -0.274 2.120 -0.722
H 4.510 -0.181 3.201 0.359
C 4.974 -1.615 1.644 -0.222
H 4.497 -1.928 0.715 -0.014
C 6.438 -1.259 1.398 -0.582
H 7.009 -1.297 2.337 0.307
H 6.928 -1.892 0.657 0.348
O 6.430 0.064 0.895 -0.523
H 4.859 -2.406 2.380 0.434
H 3.363 -0.147 1.859 0.202
H 5.659 1.529 2.127 0.413
S 2.930 -1.551 -1.616 -0.414
H 2.095 1.627 -0.206 0.225
H 0.613 -1.619 -1.089 0.041
H -0.230 -4.893 -0.411 0.373
H 0.006 -3.324 0.365 0.319
H -1.501 -4.209 0.614 0.326
```



The following is a quantum chemistry calculation of 6 unconnected molecules or ions with the total composition C21H33N7O at a distorted geometry, from the Open Molecules 2025 dataset.

Its spin multiplicity is 2. The highest occupied orbital energy (spin up / spin down) is -0.363 / -0.363 Eh. As for the frontier orbital gap (spin up / spin down): 6.10 / 2.09 eV. The charge is +1.

XYZ file:
```
62
Properties=species:S:1:pos:R:3:lowdin_spin:R:1
C -0.005 -1.471 0.918 0.000
O 0.822 -2.380 0.631 0.000
N 0.208 -0.545 1.838 0.000
N -0.989 -0.986 0.248 0.000
H -0.622 -0.086 2.186 0.000
H 0.932 -0.718 2.521 0.000
H -1.179 -0.008 0.413 0.000
H -1.160 -1.506 -0.600 0.000
C 3.948 -1.324 -2.376 0.000
C 2.643 -1.778 -1.749 0.000
C 1.454 -1.904 -2.759 0.000
C 0.269 -2.619 -2.178 0.000
N -0.586 -3.246 -1.676 0.000
H 4.802 -1.820 -1.916 0.000
H 4.237 -0.279 -2.270 0.000
H 4.135 -1.479 -3.439 0.000
H 2.466 -1.058 -0.949 0.000
H 2.845 -2.672 -1.159 0.000
H 1.717 -2.582 -3.571 0.000
H 1.115 -0.954 -3.170 0.000
C 2.653 2.267 0.333 0.000
C 1.374 3.029 0.289 0.000
C 0.730 2.845 -1.096 0.000
C 1.529 3.083 -2.220 0.000
N 2.214 3.334 -3.135 0.000
H 3.417 2.509 -0.406 0.000
H 2.382 1.212 0.372 0.000
H 3.082 2.450 1.319 0.000
H 1.584 4.095 0.365 0.000
H 0.630 2.732 1.029 0.000
H 0.087 3.716 -1.223 0.000
H 0.246 1.869 -1.103 0.000
N -3.746 0.690 1.595 0.000
C -3.816 2.064 1.561 0.000
C -2.730 2.571 2.116 0.000
C -1.922 1.484 2.577 0.000
C -2.572 0.366 2.201 0.000
H -4.491 0.038 1.395 0.000
H -4.594 2.639 1.082 0.000
H -2.555 3.634 2.189 0.000
H -0.911 1.564 2.950 0.000
H -2.356 -0.636 2.542 0.000
N -4.434 1.225 -4.218 0.052
C -3.819 0.873 -3.095 0.342
C -2.996 -0.267 -3.224 0.162
C -3.257 -0.759 -4.521 0.079
C -4.135 0.173 -5.029 0.336
H -5.251 1.819 -4.236 -0.002
H -3.870 1.450 -2.184 0.014
H -2.345 -0.644 -2.450 0.004
H -2.981 -1.678 -5.016 0.000
H -4.652 0.070 -5.972 0.012
N 2.595 -2.855 3.870 0.000
C 2.854 -1.568 3.817 0.000
C 2.017 -0.837 4.599 0.000
C 1.193 -1.816 5.220 0.000
C 1.554 -3.132 4.773 0.000
H 3.071 -3.581 3.354 0.000
H 3.560 -1.164 3.107 0.000
H 2.038 0.227 4.779 0.000
H 0.367 -1.532 5.855 0.000
H 1.204 -4.147 4.895 0.000
```